Entry 1:
{"formula": "C2H2Si", "method": "ωB97M-V/def2-TZVPD", "charge": 0, "multiplicity": 1, "homo_ha": [-0.3262, -0.3276], "orbital_gap_ev": [6.88, 6.88], "symbols": ["C", "C", "Si", "H", "H"], "positions_angstrom": [[-0.18810, -0.80254, -0.02874], [1.66143, 2.37745, -0.20196], [0.85726, 0.64109, -0.19890], [0.52295, -1.20361, 0.55303], [-1.46485, -0.47802, -0.19595]], "lowdin_charge": [-0.321, -0.243, 0.629, -0.175, 0.109]}

=====

Entry 2:
{"formula": "C2H30O15", "method": "ωB97M-V/def2-TZVPD", "charge": 0, "multiplicity": 1, "homo_ha": -0.3898, "orbital_gap_ev": 10.66, "symbols": ["O", "C", "O", "C", "H", "H", "H", "H", "H", "H", "O", "H", "H", "O", "H", "H", "O", "H", "H", "O", "H", "H", "O", "H", "H", "O", "H", "H", "O", "H", "H", "O", "H", "H", "O", "H", "H", "O", "H", "H", "O", "H", "H", "O", "H", "H", "O"], "positions_angstrom": [[1.30569, 3.09724, 0.43434], [0.43085, 2.44680, 0.97231], [0.64811, 1.13926, 1.22518], [-0.94106, 2.87577, 1.34741], [1.53665, 0.77403, 0.83437], [-1.57329, 2.87613, 0.46341], [-0.99450, 3.92390, 1.77169], [-1.40229, 2.24962, 2.09381], [-1.47087, 0.20156, 0.86552], [-2.55001, -0.65287, 0.35786], [-2.41725, 0.18477, 0.66127], [0.66945, 0.55998, 2.85737], [1.41414, 0.25673, 4.11930], [0.65753, 0.01313, 3.66565], [-1.57042, -1.99909, -0.83063], [-2.80686, -1.45219, -1.51741], [-2.52974, -2.04929, -0.79109], [1.67913, 1.43283, -1.93000], [2.17449, 2.50863, -1.03997], [2.49605, 1.77906, -1.58259], [2.64025, -1.54414, 0.07388], [1.95486, -2.70486, 0.72832], [2.28913, -2.43273, -0.09313], [-2.10723, 2.58404, -2.28293], [-0.67010, 2.08730, -2.05051], [-1.32199, 2.77359, -1.79186], [0.07490, -1.25812, 0.51937], [0.79635, -1.86478, -0.62383], [0.00495, -1.27785, -0.44685], [1.75717, -2.03256, -2.36916], [0.77110, -2.55516, -3.51991], [1.22315, -1.74292, -3.09834], [-2.41253, -2.83042, 1.15991], [-2.45477, -1.90160, 2.38469], [-2.02855, -2.66346, 2.07998], [-2.60348, 0.69842, -1.11752], [-1.56266, 0.36637, -2.17806], [-2.48131, 0.34945, -2.02985], [0.45186, -0.04111, -2.95179], [0.15485, -0.00383, -1.56500], [0.20278, 0.58556, -2.27796], [3.73017, 0.40346, 0.86293], [2.90605, 0.68715, -0.53591], [2.95796, 0.14298, 0.32028], [-0.30303, -2.49372, 2.14883], [0.69798, -1.42385, 2.67797], [0.57630, -2.07323, 1.99869]], "lowdin_charge": [0.084, -0.515, 0.007, 0.017, 0.102, 0.073, 0.121, 0.078, 0.032, -0.067, -0.007, 0.018, 0.022, -0.012, 0.001, 0.045, -0.084, 0.003, 0.033, -0.021, 0.011, 0.003, -0.036, 0.026, 0.008, -0.056, 0.014, 0.038, -0.100, 0.017, 0.126, -0.045, 0.084, 0.021, -0.032, 0.044, -0.035, -0.058, 0.057, -0.018, -0.049, 0.111, 0.039, -0.070, 0.040, -0.007, -0.062]}

=====

Entry 3:
{"formula": "C2H33O15", "method": "ωB97M-V/def2-TZVPD", "charge": -1, "multiplicity": 1, "homo_ha": -0.2023, "orbital_gap_ev": 7.89, "symbols": ["C", "C", "O", "H", "H", "H", "H", "H", "O", "H", "H", "O", "H", "H", "O", "H", "H", "O", "H", "H", "O", "H", "H", "O", "H", "H", "O", "H", "H", "O", "H", "H", "O", "H", "H", "O", "H", "H", "O", "H", "H", "O", "H", "H", "O", "H", "H", "O", "H", "H"], "positions_angstrom": [[-0.09576, -0.43051, 0.47758], [-0.47234, 0.38279, -0.78902], [0.42904, 1.41722, -1.21418], [0.00802, 0.15777, 1.38932], [0.79821, -1.04187, 0.35448], [-0.85417, -1.19564, 0.64334], [-1.44033, 0.78668, -0.49242], [-0.63647, -0.34137, -1.58699], [-3.00182, 3.16645, 0.36219], [-3.29937, 3.66750, 1.12155], [-3.63052, 2.44860, 0.28698], [-4.10351, 0.49329, 0.14963], [-4.34389, -0.15490, 0.81167], [-3.24519, 0.20875, -0.16429], [-1.84128, -1.27780, 3.23766], [-2.24292, -1.85468, 3.88738], [-1.95967, -1.73492, 2.40504], [3.39290, 0.21413, 2.61754], [4.19833, 0.09028, 2.11536], [2.80647, 0.67808, 2.01998], [-1.05188, 2.23075, -3.98396], [-0.60843, 1.45928, -4.33667], [-0.57816, 2.43183, -3.17687], [0.83845, -3.36777, -1.24423], [1.00548, -3.04003, -2.12792], [1.29131, -2.75044, -0.66973], [2.44829, 2.03760, 0.73160], [1.74766, 1.67165, 0.19175], [2.02292, 2.72653, 1.24216], [-2.93208, -0.80153, -2.58806], [-2.08767, -0.40249, -2.37837], [-3.16859, -0.43009, -3.43796], [2.24167, -0.79233, -2.39290], [1.62788, -0.09852, -2.15183], [3.03120, -0.60083, -1.88674], [-0.30598, 3.69596, 0.36797], [0.07877, 3.04123, -0.21472], [-1.25065, 3.56653, 0.28387], [-0.58167, -4.10542, 1.52853], [0.29627, -3.74452, 1.65182], [-0.50859, -4.65258, 0.74655], [2.70527, -3.03301, 0.71768], [2.57633, -3.96964, 0.86715], [2.28816, -2.61052, 1.46852], [0.74124, -1.41375, 3.81693], [-0.14670, -1.22433, 3.51377], [1.24706, -0.63687, 3.57857], [2.19758, 3.43470, -2.56678], [2.76573, 2.85704, -3.07643], [1.60355, 2.84192, -2.10638]], "lowdin_charge": [-0.072, -0.384, -0.366, 0.074, 0.044, 0.055, 0.071, 0.072, -0.041, 0.051, 0.007, -0.039, 0.043, 0.006, -0.035, 0.063, 0.031, -0.068, 0.030, -0.025, -0.060, 0.022, 0.001, -0.073, 0.023, -0.033, -0.054, -0.018, 0.045, -0.050, -0.020, 0.034, -0.049, -0.012, 0.037, -0.079, -0.032, -0.035, -0.047, 0.002, 0.029, -0.040, 0.046, 0.026, -0.070, -0.047, 0.004, -0.059, 0.021, -0.029]}

=====

Entry 4:
{"formula": "C2H3AuF3O3S", "method": "ωB97M-V/def2-TZVPD", "charge": -1, "multiplicity": 1, "homo_ha": -0.1842, "orbital_gap_ev": 8.90, "symbols": ["Au", "F", "C", "F", "F", "S", "O", "O", "O", "C", "H", "H", "H"], "positions_angstrom": [[0.64367, -0.75519, 0.10541], [-3.08153, 0.94892, 3.34210], [-2.82191, 0.06669, 2.36297], [-2.80877, 0.73607, 1.20178], [-3.84306, -0.80403, 2.32012], [-1.22602, -0.78338, 2.67362], [-1.01658, -1.49726, 1.38621], [-1.52305, -1.66512, 3.77028], [-0.29901, 0.29154, 2.90570], [2.15832, -0.09893, -1.06723], [2.65023, -0.92230, -1.59307], [2.91141, 0.41166, -0.45967], [1.79290, 0.60902, -1.81732]], "lowdin_charge": [0.663, 0.109, -0.673, 0.111, 0.111, 0.432, -0.510, -0.305, -0.340, -0.400, -0.069, -0.062, -0.067]}

=====

Entry 5:
{"formula": "C2H3B3F12FeO2", "method": "ωB97M-V/def2-TZVPD", "charge": -2, "multiplicity": 5, "homo_ha": [-0.0997, -0.0617], "orbital_gap_ev": [8.07, 7.03], "s2": 6.00, "symbols": ["Fe", "B", "F", "F", "F", "F", "B", "F", "F", "F", "F", "B", "F", "F", "F", "F", "C", "C", "O", "O", "H", "H", "H"], "positions_angstrom": [[-1.39169, 3.30241, 42.71225], [-0.62909, 2.85605, 40.28891], [-0.02990, 2.49284, 41.47654], [-0.96991, 1.71350, 39.56662], [-1.75967, 3.49451, 40.68153], [0.13536, 3.79696, 39.61980], [-2.88815, 5.19148, 43.39294], [-1.77709, 5.13670, 42.52407], [-2.75465, 4.04314, 44.10497], [-2.78670, 6.21463, 44.34218], [-4.06481, 5.17126, 42.71244], [1.40210, 4.63766, 44.17544], [1.14555, 5.98661, 44.31796], [0.22884, 4.16409, 43.61304], [2.45631, 4.48541, 43.33851], [1.64064, 4.05415, 45.40779], [-2.29942, -0.41228, 44.07410], [-2.03824, 0.96162, 43.65078], [-1.05157, 1.60100, 43.97556], [-2.72345, 1.62721, 42.85173], [-3.36994, -0.61740, 44.06866], [-2.10327, -0.48206, 45.14403], [-1.80573, -1.08639, 43.37414]], "lowdin_charge": [0.948, -1.342, 0.148, 0.127, 0.159, 0.143, -1.318, 0.098, 0.160, 0.126, 0.177, -1.363, 0.117, 0.124, 0.155, 0.120, -0.007, -0.754, -0.014, -0.044, 0.071, 0.080, 0.089]}

=====

Entry 6:
{"formula": "C2H3BF2O", "method": "ωB97M-V/def2-TZVPD", "charge": 0, "multiplicity": 1, "homo_ha": -0.4312, "orbital_gap_ev": 11.06, "smiles": "B[C@@H](F)C(=O)F", "symbols": ["B", "C", "F", "C", "O", "F", "H", "H", "H"], "positions_angstrom": [[-0.36950, -0.07398, -0.43581], [0.91348, -0.49101, 0.40331], [1.16996, -1.81881, 0.26779], [2.19189, 0.13710, -0.05611], [3.09630, -0.36519, -0.58466], [2.26923, 1.36200, 0.45459], [-0.79941, 0.98678, -0.74520], [-0.69162, -1.01143, -1.06313], [0.84801, -0.07528, 1.47136]], "lowdin_charge": [0.164, -0.286, 0.011, -0.487, 0.223, 0.117, 0.039, 0.041, 0.177]}

=====

Values for energy above the lowest of the compared OMol25 structures with the same formula, charge and spin, eV, ordered as above
4.497, 0.000, 0.760, 0.000, 0.300, 2.658